Here is a single C3H6N2O2 molecule from the Open Molecules 2025 dataset. Energies are from ωB97M-V with the def2-TZVPD basis set.

The geometry in ORCA input format:
```
! wB97M-V def2-TZVPD RIJCOSX def2/J DEFGRID3
* xyz 0 1
C 0.3375 -0.3865 0.4144
C 0.0354 -1.3607 1.6709
C 0.4094 -0.1316 -1.9517
N -0.2558 -0.6339 2.7780
N 0.6459 -0.9199 -0.7322
O 1.1274 -2.0481 -0.9000
O 0.0176 -2.5540 1.6028
H -0.0661 0.6119 0.4337
H 0.6654 -0.7648 -2.8009
H 1.0232 0.7677 -1.9662
H -0.6441 0.1403 -2.0108
H -0.1060 0.3564 2.8204
H -0.3705 -1.1322 3.6431
*
```

The value obtained for the strongest force on any atom is 3.08 eV/Å. The LUMO energy comes out at 0.51 eV. The calculation puts the energy above the lowest of the compared OMol25 structures with the same formula, charge and spin at 83.7 kcal/mol. Its molecular weight is 102.1 g/mol. The HOMO energy is -8.96 eV.

natural (NBO) atomic charge list, values in e, 6 entries: -0.201 0.659 -0.453 -0.829 0.158 -0.436